No. 1
19
Properties=species:S:1:pos:R:3:forces:R:3 method="wB97M-V/def2-TZVPD" energy_ha=-473.5095 relative_energy_kcal_mol=25.3 e_lumo_ev=0.70 orbital_gap_ev=10.477
N -1.54485 0.47281 -0.13793 0.455 0.098 0.108
H 3.28172 -0.09078 -2.87376 -2.406 1.569 -1.424
H 1.12241 1.36585 -0.35513 -0.185 -0.302 0.018
N -2.84810 0.46676 0.16565 -0.177 0.237 0.173
H -3.50926 0.91669 -0.45250 0.265 -0.163 0.117
H 0.87423 -0.16348 -1.19852 0.245 0.182 0.311
C 1.27624 0.28070 -0.27521 -0.219 0.889 0.009
H 0.75004 -1.36830 1.02527 0.000 0.238 -0.008
C -0.93224 -0.06199 0.91449 -0.413 -0.396 -0.298
H -4.10227 -0.07174 1.79959 0.305 -0.104 -0.140
C 0.55414 -0.28946 0.95107 0.111 0.061 0.152
O 2.55209 0.48028 -3.35558 2.219 -1.337 1.343
N 3.71667 -0.57231 -0.42893 -1.834 1.942 0.683
C 2.72419 0.02941 -0.25408 1.667 -2.773 -0.936
H -1.69423 -0.97613 2.83084 -0.060 0.297 -0.260
C -3.09739 -0.04672 1.38876 0.114 -0.258 0.176
C -1.87854 -0.45381 1.89571 -0.196 0.198 0.106
H 0.96454 0.17107 1.86078 -0.083 -0.147 -0.172
H 1.79063 -0.08885 -3.50050 0.193 -0.229 0.044


No. 2
69
Properties=species:S:1:pos:R:3:forces:R:3 method="wB97M-V/def2-TZVPD" spin_multiplicity=7 total_charge=+2 energy_ha=-3040.9806 relative_energy_kcal_mol=5.7 e_lumo_ev="-7.68 / -5.19" orbital_gap_ev="6.237 / 8.730" s_squared=12.028
H -3.25436 0.05073 -2.22300 0.164 0.064 0.233
C -3.70866 1.04863 1.24960 0.201 0.175 0.010
H -1.99786 -1.31907 -3.89270 -0.088 -0.043 0.127
C -0.93796 -2.35137 -2.34440 -0.190 0.232 -0.263
C 5.99904 -0.74087 -1.00370 -0.011 0.069 0.037
N -3.42676 -2.02837 0.39720 -0.059 -0.087 -0.016
H -3.05716 -2.12987 -2.74280 0.033 0.092 -0.058
H -1.69176 0.41183 -2.44680 -0.336 -0.192 0.189
H 1.16364 -3.94677 1.37840 -0.185 -0.029 -0.023
H 0.55204 -4.13137 -0.99090 0.031 0.155 0.009
H 0.46694 -2.05637 2.30890 -0.374 -0.216 -0.189
H -2.70936 -3.83707 -1.71840 0.064 0.047 0.042
C 4.84024 -1.44667 -1.29500 -0.068 -0.080 -0.004
N -1.07826 -2.75407 -0.92630 0.324 0.170 0.030
H 2.17624 2.75083 2.49130 -0.012 -0.009 0.062
H -1.69996 -4.77277 -0.64640 0.005 0.043 -0.062
C 3.60724 -0.90937 -0.97420 -0.076 -0.025 -0.035
H 2.69784 -1.44937 -1.21280 0.052 0.025 -0.050
C 3.53574 0.33733 -0.36310 -0.591 0.251 0.041
C -1.76776 2.46073 1.03720 -0.083 -0.054 0.220
H 2.98164 6.55733 0.71770 0.013 0.105 0.016
H -3.98786 -4.09697 0.24580 0.117 0.092 0.107
C 0.15484 -3.65187 1.07080 0.056 0.001 -0.501
H -4.42606 2.10013 -1.08790 -0.040 -0.039 -0.051
C 5.92384 0.50523 -0.40130 0.135 -0.095 -0.009
H -0.49516 -4.51787 1.20140 0.071 0.038 0.046
C -3.60056 2.67773 -0.67900 0.037 0.012 -0.005
C -1.28566 1.97633 2.25210 -0.175 0.195 -0.051
C 2.36544 3.60223 -0.79170 -0.012 -0.054 0.067
C -3.09486 -3.47177 0.36650 0.177 -0.225 -0.197
P 1.92074 1.03633 0.10560 0.831 0.296 0.128
H 6.82324 1.06133 -0.18890 0.101 0.027 0.038
H 2.29284 3.15393 -1.77300 -0.012 0.031 -0.096
H -4.04106 -1.88087 1.19860 0.079 0.089 -0.188
S 1.25794 0.13893 1.78850 -0.090 -0.042 -0.245
C 2.29174 3.37563 1.61560 -0.016 -0.171 -0.051
C 2.64744 4.94853 -0.65170 -0.006 0.006 -0.069
H -1.64546 0.67973 3.93200 0.041 -0.104 -0.077
H -3.99836 3.65483 -0.39940 -0.003 0.008 0.008
H -4.71126 0.78523 0.93510 0.048 -0.145 -0.118
H -0.03926 -1.73427 -2.44720 -0.045 -0.154 0.045
H -0.82066 -3.23207 -2.98810 0.038 0.041 0.038
H -2.64676 -3.71747 1.33020 -0.013 -0.042 -0.092
H 2.64904 5.16533 2.72700 0.044 0.032 0.050
N -0.35076 -2.53177 1.90410 0.244 0.175 0.347
Eu -1.16836 -0.48277 0.39450 -0.553 -0.285 0.305
H 0.95784 -2.45817 -0.52830 -0.068 -0.130 -0.083
H -0.39556 2.41123 2.68760 0.020 -0.126 -0.135
N -2.31326 -0.29707 -2.03590 0.301 0.334 -0.219
C -1.99146 0.99683 2.95620 -0.183 0.055 -0.114
C -3.20346 0.53173 2.44720 0.085 0.281 0.057
C 2.57274 4.72533 1.74360 -0.010 0.108 0.065
C 2.18804 2.81893 0.34620 -0.138 -0.536 -0.043
H 2.78254 5.56083 -1.52970 0.041 0.064 -0.070
H 6.96154 -1.16317 -1.24660 0.088 -0.026 -0.058
C 4.69444 1.04603 -0.07290 -0.124 0.047 0.009
H 4.89894 -2.41147 -1.77810 0.019 -0.042 -0.011
C 2.75484 5.50783 0.61350 -0.041 -0.023 0.045
C 0.21484 -3.25957 -0.41170 0.122 -0.063 0.338
H -4.00506 -1.83077 -0.42270 0.116 0.140 0.215
C -2.13516 -3.78027 -0.79290 -0.415 0.202 0.498
H -2.85286 2.85163 -1.45070 0.036 -0.003 -0.074
H -0.83546 -2.93037 2.71040 -0.037 0.210 -0.216
H -3.81106 -0.13937 3.04030 0.041 -0.134 -0.035
C -2.14316 -1.53847 -2.82960 0.351 -0.371 0.021
S 0.55804 0.77663 -1.36560 -0.175 -0.218 -0.095
H -1.23646 3.26033 0.53230 0.050 -0.117 -0.050
H 4.63504 2.01363 0.40050 0.050 0.116 0.029
C -3.00176 2.02013 0.52770 0.005 -0.149 0.185